11
Properties=species:S:1:pos:R:3:forces:R:3:lowdin_charge:R:1 method="wB97M-V/def2-TZVPD" max_force_ev_per_a=1.788 s2=3.753 e_tot_ev=-36081.962 multiplicity=4 lumo_energy_ev="-12.46 / -12.37" charge=+3 homo_lumo_gap_ev="7.05 / 7.14"
H 2.2075 -1.7377 6.8768 -0.28 -0.08 0.99 0.160
C -0.1047 1.0553 0.3897 0.37 0.15 0.22 -0.152
C 0.2147 -0.3824 0.4200 0.44 -0.27 0.06 0.013
C 1.1786 -0.8078 1.2275 -0.97 -0.15 1.10 0.097
C 1.7997 -1.0961 2.3216 0.81 0.33 -1.56 -0.100
O 2.4876 -1.3854 3.2220 -0.65 -0.06 0.54 0.123
O -0.9390 1.5358 -0.3672 -1.28 -0.03 -0.98 -0.097
Er -2.8747 1.7019 -2.0329 0.80 0.13 0.61 1.869
H 0.4452 1.7166 1.0794 -0.09 -0.12 -0.14 0.166
H -0.3550 -1.0447 -0.2424 0.32 0.11 0.11 0.137
Li 2.6896 -1.6081 5.2343 0.53 -0.01 -0.96 0.785